C4H8N2O | the ωB97M-V functional and the def2-TZVPD basis

The calculation puts the orbital gap at 10.21 eV. For the HOMO energy, the calculation gives -0.3406 hartree. The SMILES is N[C@@]1(O)CN2C[C@H]21. The calculation puts the total energy at -9303.195 eV. Its net charge is 0.

Each atom is followed by the atoms it is bonded to, with distances in Å.
Cartesian coordinates (Å):
1 N 0.54 1.57 -0.94  C2 1.414, H8 1.006, H9 1.005
2 C -0.28 0.69 -0.19  N1 1.414, O3 1.408, C4 1.546, C7 1.570
3 O -1.46 1.40 0.07  C2 1.408, H10 0.965
4 C -0.44 -0.70 -0.87  C2 1.546, N5 1.489, H11 1.092, H12 1.098
5 N -0.06 -1.44 0.36  C4 1.489, C6 1.462, C7 1.494
6 C 1.29 -1.01 0.74  N5 1.462, C7 1.467, H13 1.090, H14 1.088
7 C 0.16 -0.14 1.07  C2 1.570, N5 1.494, C6 1.467, H15 1.092
8 H 0.64 2.51 -0.61  N1 1.006
9 H 1.28 1.18 -1.49  N1 1.005
10 H -1.81 1.10 0.92  O3 0.965
11 H -1.49 -0.88 -1.12  C4 1.092
12 H 0.20 -0.90 -1.73  C4 1.098
13 H 1.99 -0.67 -0.02  C6 1.090
14 H 1.73 -1.63 1.52  C6 1.088
15 H -0.21 -0.02 2.09  C7 1.092